The following is a DFT calculation (ωB97M-V/def2-TZVPD) of a cluster of 5 separate species, C44H56NO11 in total at a distorted geometry.

Geometry as XYZ:
```
112
C44H56NO11 ωB97M-V/def2-TZVPD
C -1.57165 -3.14711 0.34929
C -2.53257 -1.99333 0.61087
C -2.92847 -1.36325 -0.71784
C -3.94765 -0.23483 -0.57262
C -3.39187 1.02332 0.09267
C -2.26932 1.69113 -0.71477
C -1.20407 2.26115 0.22074
C -0.23420 3.25401 -0.43924
C 0.57156 2.70920 -1.62460
O -0.17061 2.52989 -2.82946
C -0.81879 3.66481 -3.33259
C -1.17974 3.42156 -4.79730
C -1.39369 4.75219 -5.50830
O -0.04070 2.78354 -5.38797
C 1.11014 1.32167 -1.27984
C 2.03543 0.72631 -2.34805
C 3.09996 -0.13698 -1.68013
C 1.17833 -0.23671 -3.19334
N 2.56803 1.72501 -3.30641
O 3.57391 1.27178 -3.97192
C 2.87849 3.07755 -2.77111
C 2.95350 4.02506 -3.99908
C 4.24249 3.17381 -2.07554
C 1.80183 3.61737 -1.80746
H -2.07204 -3.95671 -0.16678
H -0.75055 -2.78702 -0.26482
H -1.15003 -3.53785 1.27343
H -3.41409 -2.36460 1.12360
H -2.03094 -1.22716 1.19554
H -3.41083 -2.14693 -1.30012
H -2.05617 -1.02520 -1.27116
H -4.38266 -0.00087 -1.54304
H -4.76138 -0.59978 0.05313
H -3.06501 0.78723 1.10089
H -4.21474 1.72990 0.18358
H -1.79557 1.01189 -1.41056
H -2.69982 2.53200 -1.24736
H -0.62594 1.47993 0.71178
H -1.69920 2.80150 1.02619
H -0.78738 4.16440 -0.66669
H 0.49846 3.51952 0.31146
H -0.20078 4.56235 -3.30986
H -1.76210 3.84662 -2.81422
H -2.04117 2.76233 -4.89350
H -0.42933 5.11610 -5.83609
H -1.97223 4.57910 -6.41159
H -1.89239 5.48968 -4.88631
H -0.28495 2.50179 -6.28514
H 1.62300 1.40524 -0.32273
H 0.27810 0.64717 -1.13217
H 3.69973 0.39674 -0.94868
H 2.56054 -0.90427 -1.13028
H 3.70523 -0.66288 -2.40287
H 0.27583 0.26109 -3.52508
H 1.72649 -0.51188 -4.08973
H 0.94625 -1.12514 -2.62135
H 3.82377 4.67077 -3.95211
H 2.08505 4.67169 -4.05844
H 2.96962 3.46343 -4.92213
H 5.02652 3.13606 -2.82313
H 4.38148 2.45260 -1.27540
H 4.28717 4.16162 -1.62155
H 2.23491 3.68422 -0.81709
H 1.49642 4.62605 -2.05057
C -4.75320 -5.76602 2.33833
C -4.71739 -5.98381 3.65006
C -3.54179 -6.62322 4.29089
O -3.51272 -6.82711 5.48778
C -2.40934 -7.00859 3.41609
C -2.44451 -6.79110 2.10490
C -3.61840 -6.15241 1.46270
O -3.65088 -5.94828 0.26874
H -5.60029 -5.30149 1.84958
H -5.53355 -5.71035 4.30689
H -1.56212 -7.47471 3.90312
H -1.62920 -7.06663 1.44897
C 3.74092 8.12215 0.47342
C 4.43660 9.24665 0.61963
C 5.73260 9.44597 -0.07626
O 6.36766 10.46914 0.05804
C 6.22206 8.34403 -0.94245
C 5.52618 7.21973 -1.08856
C 4.23116 7.02225 -0.39210
O 3.59454 5.99794 -0.52609
H 2.79443 7.95466 0.97175
H 4.09741 10.06202 1.24560
H 7.16837 8.51007 -1.44115
H 5.86529 6.40409 -1.71508
C -3.26261 -12.17145 3.11743
C -3.52794 -12.91161 4.19058
C -4.04290 -12.29852 5.44105
O -4.28279 -12.97297 6.41878
C -4.25210 -10.82899 5.44791
C -3.98666 -10.09037 4.37425
C -3.47221 -10.70279 3.12534
O -3.23174 -10.02743 2.14610
H -2.88604 -12.59777 2.19634
H -3.38320 -13.98426 4.20617
H -4.62798 -10.40029 6.36818
H -4.13258 -9.02093 4.36127
C 1.33716 1.98319 4.00576
C 1.80522 0.87895 4.58175
C 2.99101 0.16979 4.03787
O 3.41576 -0.83711 4.56114
C 3.63572 0.74002 2.82815
C 3.16747 1.84454 2.25303
C 1.98283 2.55193 2.79800
O 1.55767 3.55638 2.26692
H 0.47301 2.51464 4.38383
H 1.35027 0.44664 5.46375
H 4.49834 0.20787 2.44755
H 3.62089 2.27765 1.36903
```

Properties
- 2S+1 = 2
- calculated total energy (hartree) = -2592.37571
- Kohn-Sham gap (alpha / beta) (eV) = 6.3554 / 7.3471
- highest occupied orbital energy (alpha / beta) (eV) = -8.002 / -8.994